*i*
Density functional theory data (wB97M-V/def2-TZVPD) for a single C5H15N3 molecule.

**E_HOMO**: -8.32 eV
**Kohn-Sham gap**: 9.46 eV
**SMILES string**: NCCCCNCN
**LUMO energy**: 1.143 eV

Last column: natural (NBO) charge in e.
Atoms and positions in Å:
N: 0.56392 0.39930 2.38157  -0.864
N: 2.33488 -1.04228 -0.56480  -0.851
N: -1.49030 0.60626 0.99485  -0.664
C: -1.67723 -0.19391 -0.21245  -0.212
C: -0.84325 0.07955 2.16189  -0.048
C: 1.25473 -0.75805 -1.53179  -0.222
C: 0.50030 0.55766 -1.30203  -0.432
C: -1.00921 0.38330 -1.44439  -0.408
H: 0.59125 -1.62250 -1.57981  0.187
H: 0.83461 1.35136 -1.97927  0.207
H: 1.74667 -0.72998 -2.49808  0.186
H: -1.41620 -1.22910 -0.00463  0.185
H: 2.77080 -0.20338 -0.20482  0.356
H: -0.85902 -1.00851 2.18883  0.182
H: -1.49994 1.31358 -1.73310  0.203
H: -2.75368 -0.24863 -0.41660  0.183
H: 1.17794 0.04024 1.66734  0.353
H: -1.13906 -0.31338 -2.27005  0.206
H: -1.34387 0.47480 3.05389  0.175
H: -1.27629 1.57748 0.80251  0.362
H: 0.74150 0.86375 -0.28917  0.200
H: 2.03992 -1.66276 0.17536  0.359
H: 0.75154 1.36520 2.60475  0.357

---

*ii*
Density functional theory data (wB97M-V/def2-TZVPD) for 2 unconnected molecules or ions with the total composition C5H15N3.

**E_HOMO**: -8.75 eV
**Kohn-Sham gap**: 9.81 eV
**SMILES string**: C[C@H](N)[C@H](C)N.C=N
**LUMO energy**: 1.066 eV

Last column: natural (NBO) charge in e.
Atoms and positions in Å:
N: 1.04448 0.21965 1.82689  -0.849
N: -2.83877 0.21228 0.17847  -0.610
N: 2.18243 -0.40787 -0.67753  -0.846
C: 0.37013 0.62375 0.59520  -0.091
C: 0.07811 -1.83012 -0.31600  -0.656
C: 0.61798 2.08591 0.20908  -0.621
C: 0.76434 -0.31244 -0.54463  -0.014
C: -2.70452 -0.21463 -1.00346  -0.032
H: -0.71557 0.50156 0.75660  0.228
H: 2.45300 -0.99175 -1.45986  0.362
H: -3.18174 -1.10656 -1.42081  0.151
H: 0.01282 2.35874 -0.65184  0.204
H: -3.43690 -0.36344 0.77092  0.338
H: 0.57239 0.63162 2.62419  0.363
H: 0.35808 0.05222 -1.49172  0.179
H: 1.66633 2.22854 -0.04634  0.212
H: -2.14609 0.40050 -1.69997  0.161
H: 1.99391 0.57955 1.83148  0.349
H: 0.51694 -2.15339 0.62571  0.216
H: -0.98031 -2.02369 -0.17272  0.202
H: 0.34094 2.74142 1.03301  0.203
H: 2.59009 -0.78646 0.17226  0.360
H: 0.44190 -2.44542 -1.13892  0.192

---

*iii*
Density functional theory data (wB97M-V/def2-TZVPD) for a single C5H15N3 molecule.

**E_HOMO**: -8.66 eV
**Kohn-Sham gap**: 9.72 eV
**SMILES string**: CNC[C@H](N)CCN
**LUMO energy**: 1.062 eV

Last column: natural (NBO) charge in e.
Atoms and positions in Å:
N: 0.58037 -1.64545 -1.05237  -0.641
N: 0.04403 0.29132 2.06365  -0.828
N: -2.11171 1.77100 -0.03783  -0.828
C: -0.33239 -0.95622 -0.09331  -0.236
C: 0.45585 1.52335 -0.14843  -0.454
C: 1.33728 -2.75117 -0.51727  -0.425
C: -0.91295 1.83454 -0.82511  -0.223
C: 0.44456 0.21578 0.62927  -0.073
H: 1.43827 -0.19455 0.65921  0.201
H: 1.94302 -2.96091 -1.40570  0.204
H: -2.16507 2.62254 0.52725  0.354
H: -1.21955 -0.67174 -0.64222  0.187
H: 1.32714 1.62515 -0.81539  0.228
H: -0.82607 0.80544 2.07139  0.331
H: 0.13242 -1.79802 -1.93288  0.367
H: -0.79031 2.85557 -1.27610  0.198
H: -0.62935 -1.65237 0.66543  0.191
H: -1.07092 1.10325 -1.66108  0.183
H: 2.12160 -2.49115 0.18690  0.194
H: -2.09908 0.97562 0.57983  0.347
H: 0.63074 0.91298 2.61924  0.355
H: 0.86485 2.28417 0.57064  0.200
H: 0.83727 -3.69913 -0.16512  0.169

---

Which one sits at the top of the stability order? *i* does.

---

*i*
Density functional theory data (wB97M-V/def2-TZVPD) for a single C5H15N3 molecule.

**E_HOMO**: -8.46 eV
**Kohn-Sham gap**: 9.49 eV
**SMILES string**: CN[C@H](C)[C@@H](N)NC
**LUMO energy**: 1.027 eV

Last column: natural (NBO) charge in e.
Atoms and positions in Å:
N: -0.24391 0.52844 1.98102  -0.844
N: 1.56498 -0.72409 1.02702  -0.643
N: -1.08723 1.27376 -0.62097  -0.633
C: 2.64206 -0.78120 0.05877  -0.416
C: -0.27957 0.08693 -0.41470  -0.055
C: 0.60301 0.36057 0.82088  0.109
C: -1.06365 -1.22346 -0.25117  -0.656
C: -1.99102 1.21885 -1.74897  -0.408
H: -0.39593 -1.99179 0.12865  0.232
H: -0.66670 -0.36218 2.21834  0.360
H: 1.11166 1.32788 0.64670  0.167
H: -1.59278 1.47395 0.23688  0.370
H: 1.96756 -0.61262 1.95525  0.352
H: 3.37403 -1.51425 0.39344  0.203
H: 3.14603 0.18693 -0.08225  0.165
H: 0.37476 -0.00410 -1.28966  0.186
H: -1.88940 -1.08924 0.44473  0.200
H: -2.79154 0.47089 -1.65855  0.162
H: -2.45065 2.19944 -1.86889  0.200
H: -1.41350 0.99627 -2.64714  0.187
H: 0.30109 0.83518 2.77951  0.359
H: -1.46627 -1.55001 -1.20663  0.212
H: 2.24698 -1.10615 -0.90226  0.191

---

*ii*
Density functional theory data (wB97M-V/def2-TZVPD) for a single C5H15N3 molecule.

**E_HOMO**: -8.79 eV
**Kohn-Sham gap**: 9.88 eV
**SMILES string**: CCC(N)(N)[C@H](C)N
**LUMO energy**: 1.086 eV

Last column: natural (NBO) charge in e.
Atoms and positions in Å:
N: 1.80062 0.45147 0.63636  -0.849
N: -0.68807 1.54650 1.00605  -0.871
N: -1.31189 1.08174 -1.25505  -0.844
C: 0.92722 0.58277 -0.52418  -0.057
C: -0.56470 0.59679 -0.09642  0.258
C: -1.17603 -0.78251 0.23453  -0.422
C: 1.20201 -0.43915 -1.62858  -0.631
C: -0.54045 -1.54614 1.39091  -0.616
H: -2.22667 -0.59639 0.47997  0.195
H: 0.17528 1.55969 1.53794  0.389
H: -1.21354 -2.33438 1.72362  0.215
H: -0.34473 -0.88722 2.23446  0.210
H: -1.45216 1.29758 1.62396  0.351
H: 2.74930 0.69800 0.37737  0.363
H: 2.19372 -0.27742 -2.04843  0.206
H: 1.15659 -1.45366 -1.23797  0.196
H: -1.16345 -1.38875 -0.67069  0.218
H: -2.29850 1.13513 -1.02401  0.355
H: 0.39290 -2.01805 1.09376  0.192
H: 1.11526 1.58595 -0.92674  0.191
H: 0.46231 -0.32895 -2.41534  0.236
H: 1.81535 -0.50845 0.96195  0.355
H: -1.01037 2.02544 -1.47349  0.361

---

Which one sits at the top of the stability order? *ii* does.

---

*i*
Density functional theory data (wB97M-V/def2-TZVPD) for a gas-phase ion, C8H11N4 (charge +1).

**E_HOMO**: -12.41 eV
**Kohn-Sham gap**: 8.21 eV
**Charge**: +1
**SMILES string**: [NH2+]=C1CC=CC=C[C@@]12NC=NN2
**LUMO energy**: -4.195 eV

Last column: natural (NBO) charge in e.
Atoms and positions in Å:
N: -2.29515 0.26866 -0.69678  -0.500
N: -3.24560 -0.27885 0.15640  -0.249
N: -0.64879 2.19952 -0.44251  -0.661
N: -1.24417 -0.92275 0.88770  -0.643
C: 0.98221 0.98954 0.91583  -0.574
C: 1.95277 -1.23888 -0.04367  -0.240
C: -2.64490 -0.97005 1.00291  0.204
C: 1.88194 -0.23563 0.80758  -0.120
C: 1.07102 -1.32513 -1.22877  -0.163
C: -0.13984 -0.75487 -1.44439  -0.201
C: -0.12460 1.11299 0.08373  0.510
C: -0.94972 -0.10902 -0.29015  0.136
H: 2.71848 -1.97378 0.15845  0.253
H: 2.59790 -0.29282 1.61374  0.230
H: -2.57146 0.29892 -1.64835  0.403
H: -1.66520 2.28275 -0.49352  0.466
H: -2.97171 -1.43597 2.02576  0.241
H: -0.69114 -1.72583 0.93435  0.409
H: 1.37112 -2.00204 -1.97257  0.238
H: -0.73342 -0.83269 -2.34060  0.240
H: 0.45140 0.96391 1.81675  0.320
H: 1.73710 1.81213 1.05932  0.285
H: -0.00986 2.97685 -0.28388  0.417

---

*ii*
Density functional theory data (wB97M-V/def2-TZVPD) for a gas-phase ion, C8H11N4 (charge +1).

**E_HOMO**: -12.64 eV
**Kohn-Sham gap**: 9.26 eV
**Charge**: +1
**SMILES string**: [H]/N=C\c1c[nH]nc1CCC#[N+]C
**LUMO energy**: -3.376 eV

Last column: natural (NBO) charge in e.
Atoms and positions in Å:
N: -0.16461 1.90022 2.70436  -0.580
N: 0.73564 -2.16877 0.63904  -0.273
N: 1.78672 -1.77556 1.25191  -0.279
N: -0.16921 0.99179 -2.14829  -0.199
C: -1.40925 -1.22611 -0.04813  -0.418
C: 0.35821 -0.12773 1.53164  -0.236
C: -0.46679 -0.08093 -1.88601  0.686
C: 0.26048 2.25912 -2.47266  -0.454
C: 1.60244 -0.61970 1.92362  -0.012
C: -0.48319 0.98617 1.91993  0.116
C: -0.13692 -1.17973 0.74022  0.112
C: -1.02953 -1.28429 -1.51196  -0.569
H: 2.67936 -2.25513 1.06510  0.430
H: 0.73776 1.95457 3.15398  0.355
H: -0.46491 2.89004 -2.06019  0.258
H: 0.31917 2.42370 -3.59272  0.271
H: 2.40654 -0.19214 2.46590  0.232
H: -1.98215 -0.27979 0.30160  0.236
H: 1.22782 2.45666 -2.03718  0.264
H: -0.31353 -2.10123 -1.57846  0.322
H: -1.59841 0.95389 1.49538  0.161
H: -1.93617 -2.15043 0.29691  0.275
H: -1.95947 -1.37461 -2.15400  0.303

---

*iii*
Density functional theory data (wB97M-V/def2-TZVPD) for 2 unconnected molecules or ions with the total composition C8H11N4.

**E_HOMO**: -13.00 eV
**Kohn-Sham gap**: 7.73 eV
**Charge**: +1
**LUMO energy**: -5.267 eV

Last column: natural (NBO) charge in e.
Atoms and positions in Å:
N: -0.02473 -0.09705 -1.36042  -0.294
N: -0.04835 1.99820 -1.62578  -0.152
N: -0.57392 0.97524 -0.89229  -0.081
N: -0.39794 -1.86775 1.24879  -0.311
C: 0.41247 -0.78099 3.10970  -0.206
C: -1.20907 -2.08671 0.27286  0.190
C: 0.85198 0.15112 -2.37956  -0.111
C: -0.51127 -0.74350 2.13981  -0.022
C: 0.76944 1.51807 -2.59633  -0.049
C: 0.68847 -2.60130 1.74211  -0.074
C: 1.22115 -1.95734 2.81554  -0.161
C: -0.63015 3.32521 -1.67919  -0.413
H: 1.30757 1.94588 -3.38095  0.242
H: -0.02452 4.21166 -1.67139  0.234
H: 2.10112 -2.16463 3.48258  0.269
H: 0.91121 -3.47460 1.11907  0.243
H: -1.27490 3.39432 -2.46103  0.213
H: -1.08126 -3.12907 -0.15871  0.249
H: 1.44794 -0.49654 -2.93225  0.228
H: -1.21536 3.31517 -0.75109  0.227
H: -1.37673 0.00075 1.97818  0.254
H: 0.58866 -0.16856 3.91868  0.254
H: -1.93179 -1.26759 0.06166  0.270

---

Which one sits at the top of the stability order? *ii* does.

---

*i*
Density functional theory data (wB97M-V/def2-TZVPD) for a single C4H7FN2O molecule.

**E_HOMO**: -8.54 eV
**Kohn-Sham gap**: 9.28 eV
**SMILES string**: [H]/N=C(\N)C1(F)COC1
**LUMO energy**: 0.736 eV

Last column: natural (NBO) charge in e.
Atoms and positions in Å:
F: 0.54426 1.90895 -0.27600  -0.281
O: -1.72599 -0.69922 0.15692  -0.563
N: 2.23948 -0.16600 0.24393  -0.745
N: 0.31876 -1.62784 -0.15770  -0.857
C: 0.05252 0.72851 0.05652  0.286
C: 0.95244 -0.51349 0.04512  0.393
C: -0.97499 0.09600 -1.00872  -0.143
C: -1.08407 0.42181 1.03508  -0.088
H: 2.77393 -1.03206 0.09042  0.312
H: 0.72890 -2.48168 0.05712  0.391
H: -1.82556 1.22671 1.28311  0.211
H: -0.81468 -1.48350 -0.41641  0.456
H: -1.74565 0.91710 -1.30325  0.202
H: -0.93988 -0.61453 -1.81817  0.222
H: -0.85053 0.04111 1.96419  0.202

---

*ii*
Density functional theory data (wB97M-V/def2-TZVPD) for a single C4H7FN2O molecule.

**E_HOMO**: -8.93 eV
**Kohn-Sham gap**: 9.61 eV
**SMILES string**: [H]/N=C\N/C(=C/F)OC
**LUMO energy**: 0.686 eV

Last column: natural (NBO) charge in e.
Atoms and positions in Å:
F: -1.99514 -2.10510 0.79708  -0.317
O: 0.09907 -1.10281 -0.28083  -0.526
N: -0.43186 1.16731 0.31047  -0.675
N: 0.28641 1.31277 -1.97810  -0.671
C: -0.75761 -0.18102 0.28972  0.330
C: -1.86478 -0.77025 0.78142  0.177
C: 0.11236 1.78171 -0.83730  0.276
C: 1.46937 -1.15868 0.21153  -0.263
H: 0.17425 0.30792 -2.04888  0.354
H: 1.56894 -1.39578 1.27320  0.178
H: 1.94744 -1.98580 -0.25822  0.203
H: -2.73651 -0.20390 1.16473  0.173
H: 2.03958 -0.21220 0.04000  0.182
H: -0.20315 1.67915 1.24649  0.415
H: 0.29164 2.86668 -0.71130  0.164

---

*iii*
Density functional theory data (wB97M-V/def2-TZVPD) for 2 unconnected molecules or ions with the total composition C4H7FN2O.

**E_HOMO (spin up / spin down)**: -8.49 / -7.66 eV
**Kohn-Sham gap (spin up / spin down)**: 8.98 / 7.50 eV
**LUMO energy (spin up / spin down)**: 0.488 / -0.160 eV

Last column: natural (NBO) charge in e.
Atoms and positions in Å:
F: 1.04294 -1.34503 0.47615  -0.428
O: -1.83949 1.76187 -0.66839  -0.503
N: -3.31190 -0.82319 0.00810  -0.658
N: -1.95442 -0.54161 -0.06484  -0.507
C: 2.20883 0.40058 -0.70715  -0.503
C: 2.29534 0.75692 0.76721  -0.484
C: -1.50339 0.65997 -0.36963  0.725
C: 1.17563 0.10141 0.17138  0.312
H: -3.35679 -1.57947 -0.64796  0.355
H: 3.04306 0.26726 1.29103  0.227
H: -3.75857 -1.14877 0.99899  0.367
H: 2.96431 -0.30437 -0.90537  0.224
H: -1.34410 -1.33800 0.12743  0.419
H: 2.19779 1.24646 -1.37520  0.227
H: 2.14076 1.88596 0.89826  0.226

---

Which one sits at the top of the stability order? *ii* does.